Entry 1:
C22H24N4OS | wB97M-V/def2-TZVPD

CARTESIAN COORDINATES (ANGSTROEM)
C  -8.12651  -0.91028  -0.95935
H  -8.50276  -1.87974  -1.20811
H  -8.48318  -0.29283  -0.24599
H  -8.16481  -0.33841  -1.96927
S  -6.41126  -1.45487  -0.78732
C  -5.92075  0.25845  -0.37818
N  -6.84421  1.19395  -0.42095
C  -6.38838  2.59094  -0.56006
C  -5.12076  2.95946  -0.21355
C  -4.09314  1.87906  0.03628
C  -4.57072  0.79775  -0.09120
C  -3.73002  -0.47996  -0.07106
O  -4.05252  -1.89079  -0.19723
N  -2.29999  -0.26151  0.32260
H  -1.97589  0.57322  0.22254
C  -1.42565  -1.46417  0.52346
C  -0.04502  -1.19565  -0.21042
C  1.01988  -0.70702  0.50498
N  2.09914  -0.25631  -0.57680
N  1.48356  -0.48878  -1.63419
C  0.21787  -0.93131  -1.71065
H  -0.45917  -1.02731  -2.32657
C  3.32936  0.14336  -0.29670
C  3.64785  1.06134  0.72573
C  5.04284  1.52985  0.41411
C  6.10000  0.78522  -0.14457
C  5.64169  -0.39088  -1.07019
C  4.33319  -0.39966  -1.19611
H  3.89615  -1.33573  -1.77188
C  6.68015  -0.89683  -1.88378
H  6.18271  -1.46508  -2.66836
H  7.36727  -1.40080  -1.48779
H  7.18995  -0.07183  -2.54039
C  7.43074  1.03468  -0.02085
H  7.53879  1.85405  0.77477
H  8.10911  0.50431  0.30120
H  7.85694  1.56804  -1.11166
H  5.33373  2.14342  1.62948
H  2.95530  1.56592  1.16714
C  1.09329  -0.57548  1.99810
H  1.85750  0.06567  2.44907
C  -0.32398  -0.66323  2.77781
C  -1.17362  -1.82420  1.89875
H  -2.07594  -2.00300  2.42366
H  -0.68770  -2.69312  1.83488
H  0.06408  -1.02347  3.59065
H  -0.56672  0.13964  2.48895
H  1.89052  -1.75946  2.21023
H  -1.78825  -2.19982  -0.20572
H  -3.24494  2.25721  0.34552
H  -4.76878  4.01962  -0.05004
H  -7.11693  3.35638  -0.63096

Computed properties:
HOMO level   -7.8325 eV
E   -42028.1985 eV
Relative energy (zero: lowest compared OMol25 entry of this formula, charge and spin)   450.2 kcal per mole
Orbital gap   0.2797 hartree

***

Entry 2:
C22H24N6O3S | wB97M-V/def2-TZVPD

CARTESIAN COORDINATES (ANGSTROEM)
C  0.31108  -1.32184  3.74284
C  0.87501  -1.54492  2.52795
C  2.17010  -1.07164  1.98566
N  2.13840  -0.11398  1.05445
C  2.10058  1.27756  1.26005
N  1.81033  1.72497  0.19457
N  1.88993  0.75072  -0.65800
C  2.17073  -0.31994  -0.40699
C  2.34755  -1.65233  -1.09473
N  1.24199  -2.48067  -0.60143
C  1.23691  -4.04889  -0.79532
C  2.61666  -4.69096  -0.73861
C  2.77410  -5.85364  -0.52696
C  1.35309  -6.75473  -0.63462
C  0.32243  -6.02706  -0.74011
C  0.14338  -4.76550  -0.58294
H  -0.73391  -4.10000  -0.60412
H  -0.69958  -6.65769  -0.58677
C  1.41123  -8.15903  -0.70112
H  1.06026  -8.70798  -1.47640
H  2.57289  -8.60161  -0.43487
H  0.71192  -8.79931  0.25250
H  3.45638  -6.52835  -0.56378
H  3.37972  -4.16829  -0.49247
H  0.36111  -2.20597  -1.17539
H  2.24244  -1.34570  -2.12350
H  3.35363  -1.96526  -0.60832
S  1.76151  1.85769  2.68127
C  1.88785  3.55840  2.48517
C  0.48278  4.23251  2.11906
O  -0.14937  4.86426  2.70721
N  0.22889  3.88705  0.72478
N  -1.12884  4.29961  0.30606
C  -1.35035  3.95600  -0.76679
C  -2.65248  4.34249  -1.35302
C  -3.23591  3.86660  -2.80407
C  -4.15522  4.36522  -3.39889
C  -5.30368  5.06420  -2.39741
C  -4.81106  5.54789  -1.32126
C  -3.67342  5.02520  -0.71489
O  -3.42164  5.72337  0.68353
H  -2.59531  5.10850  0.95831
H  -5.39018  6.16005  -0.69147
O  -6.18713  5.50919  -3.05026
H  -6.72220  5.99284  -2.67388
H  -4.55268  4.13094  -4.23280
H  -2.39401  3.36673  -3.12209
H  -0.82184  3.42635  -1.33627
H  0.69815  3.25015  0.08624
H  2.26894  3.99417  3.26230
H  2.58426  3.76912  1.46967
H  2.86361  -1.98996  1.59911
H  2.75891  -0.55705  2.78814
H  0.38363  -2.26732  1.95822
H  -0.66835  -1.60616  4.10160
H  0.67680  -0.74602  4.46087

Computed properties:
HOMO level   -7.6318 eV
E   -49098.8937 eV
Relative energy (zero: lowest compared OMol25 entry of this formula, charge and spin)   573.5 kcal per mole
Orbital gap   0.2976 hartree

***

Entry 3:
C22H24N7Ti | wB97M-V/def2-TZVPD

CARTESIAN COORDINATES (ANGSTROEM)
Ti  0.18404  0.40071  -0.00547
C  0.07574  1.89073  -3.89973
C  -1.05152  1.24937  -4.44479
C  -1.62823  0.19346  -3.77973
C  -1.10825  -0.23704  -2.55849
N  -0.10796  0.50233  -1.95525
C  0.50723  1.50710  -2.67110
N  -1.54062  -1.44840  -2.07634
C  -1.01726  -2.04191  -1.07253
N  -0.15724  -1.42794  -0.11467
C  0.44138  -2.43200  0.66950
N  1.43229  -2.23019  1.46112
C  2.20822  -1.10322  1.45118
C  3.33052  -1.08798  2.28953
C  4.26343  -0.08846  2.18624
C  4.09404  0.93804  1.23509
C  2.96052  0.95089  0.49099
N  1.99037  -0.02167  0.61498
C  -0.18036  -3.69815  0.31390
C  0.06836  -4.97202  0.78225
C  -0.64218  -6.01141  0.18318
C  -1.53903  -5.77430  -0.85747
C  -1.76456  -4.48747  -1.34659
C  -1.07694  -3.45971  -0.73397
H  0.59947  2.66992  -4.43563
H  -1.43777  1.56155  -5.40703
H  -2.44256  -0.38005  -4.20062
H  1.36130  1.98911  -2.20710
H  3.45383  -1.92547  2.96217
H  5.14431  -0.10087  2.81609
H  4.84126  1.70625  1.09277
H  2.77775  1.73453  -0.23710
H  0.77536  -5.15851  1.57938
H  -0.49014  -7.02465  0.53019
H  -2.06645  -6.60867  -1.30011
H  -2.44749  -4.30535  -2.16536
C  -2.36781  2.43099  0.66235
C  -1.05321  2.95441  1.22307
C  -1.25735  3.75774  2.49894
C  -0.28833  3.74530  0.17084
N  -0.11189  1.75787  1.57718
N  -0.76662  0.52536  1.89686
H  -2.91680  3.28350  0.26269
H  -3.01851  1.97050  1.40783
H  -2.24560  1.73419  -0.18150
H  -1.95089  4.57569  2.30285
H  -0.32049  4.19793  2.84730
H  -1.68708  3.14880  3.29798
H  -0.72425  4.74021  0.07800
H  -0.35329  3.28774  -0.82236
H  0.75848  3.88725  0.44813
H  0.49972  2.06729  2.33188
H  -1.73882  0.64626  2.17796
H  -0.26811  0.02047  2.63053

Computed properties:
Charge   +3
HOMO level   -17.5719 eV
E   -56723.9568 eV
Relative energy (zero: lowest compared OMol25 entry of this formula, charge and spin)   6.9 kcal per mole
Orbital gap   0.2208 hartree

***

Entry 4:
C22H24O5P2S4W | wB97M-V/def2-TZVPD

CARTESIAN COORDINATES (ANGSTROEM)
W  1.20948  0.13759  -0.09781
O  0.50749  0.86933  -3.94393
S  0.14487  0.92318  -2.57829
O  -0.16681  -0.34093  -1.86649
O  1.22930  1.50212  -1.64965
C  -1.19544  2.03025  -2.33103
C  -1.68840  2.71843  -3.42388
C  -2.65731  3.69827  -3.22892
C  -3.08117  4.00021  -1.94978
C  -2.56972  3.30681  -0.85767
C  -1.63943  2.28575  -1.02963
P  -1.06213  1.34576  0.43775
C  -0.86210  2.65027  1.67253
C  0.04407  3.67039  1.37846
C  0.27698  4.67810  2.29523
C  -0.38751  4.67346  3.51510
C  -1.28210  3.65796  3.81232
C  -1.52329  2.64552  2.89503
C  -2.46467  0.31526  0.93742
C  -2.40882  -1.06725  0.86951
C  -3.50469  -1.83443  1.23505
C  -4.66727  -1.22408  1.66892
C  -4.73985  0.16271  1.73376
C  -3.64847  0.92708  1.36805
H  -1.30610  2.50106  -4.40811
H  -3.05351  4.23754  -4.07687
H  -3.80684  4.78431  -1.79001
H  -2.88791  3.59202  0.13634
H  0.56882  3.68679  0.42253
H  0.97805  5.46442  2.05687
H  -0.20640  5.46134  4.23133
H  -1.79771  3.64798  4.76098
H  -2.21450  1.85603  3.15758
H  -1.52316  -1.56609  0.50574
H  -3.44407  -2.91079  1.17335
H  -5.51992  -1.82213  1.95607
H  -5.64505  0.64701  2.06915
H  -3.72422  2.00238  1.43522
C  5.72158  -3.60542  -0.77187
C  5.11787  -2.79772  0.34304
O  3.67491  -2.99406  0.45953
P  2.63834  -2.51687  -0.62636
S  3.08782  -0.76281  -1.44908
S  0.88501  -2.22328  0.33191
O  2.54889  -3.60699  -1.75106
C  1.81373  -4.86335  -1.64242
C  2.67027  -5.94900  -1.05022
H  6.80420  -3.48386  -0.73286
H  5.38679  -3.27667  -1.75449
H  5.49490  -4.66356  -0.66000
H  5.28301  -1.72511  0.22071
H  5.49227  -3.10395  1.31872
H  1.51545  -5.07659  -2.66914
H  0.91050  -4.66949  -1.05732
H  3.56384  -6.10782  -1.65047
H  2.10811  -6.88194  -1.03388
H  2.96310  -5.71540  -0.02898
S  2.03892  0.71026  1.71203

Computed properties:
Charge   +1
HOMO level (spin up / spin down)   -12.0407 / -12.0186 eV
Spin multiplicity   2
E   -97184.3584 eV
Relative energy (zero: lowest compared OMol25 entry of this formula, charge and spin)   1.4 kcal per mole
Orbital gap (spin up / spin down)   0.3048 / 0.2863 hartree